# 1
C33H40N3O4 | wB97M-V/def2-TZVPD

calculated total energy = -47522.4404 eV
energy relative to the best compared isomer or geometry (same formula, charge and spin) = 0.00 kcal per mole
charge = +1
strongest force on any atom = 3.05 eV/A
LUMO level = -4.349 eV
HOMO-LUMO gap = 0.20028 hartree

Geometry as XYZ:
```
80
Properties=species:S:1:pos:R:3:forces:R:3
C -0.432868 3.718512 -0.447754 0.043 -0.175 0.057
O 0.064326 2.891636 -1.531403 0.372 0.354 -0.192
C 1.396657 2.690161 -1.539208 0.847 0.270 1.655
O 2.110183 2.911527 -0.569005 -0.866 -0.036 -1.158
C 1.957945 2.219730 -2.857458 -0.270 -0.449 0.279
C 2.736946 3.393539 -3.496848 -0.381 0.217 -0.329
C 4.203500 2.981397 -3.541122 0.427 -0.129 0.328
C 4.217336 1.480240 -3.262732 0.541 0.049 -0.770
N 2.931401 1.155557 -2.683628 -0.112 0.939 -0.224
C 2.635238 -0.145991 -2.365656 -0.920 -1.039 1.469
C 1.694151 -0.542658 -1.423491 1.906 1.144 -2.094
C 1.455473 -1.983864 -1.163348 -0.458 -0.916 -0.192
C 2.551551 -2.948847 -1.642804 -0.107 0.306 0.286
C 3.049318 -2.587209 -3.028297 -0.101 -0.039 0.137
C 3.534892 -1.141679 -3.082716 0.123 -0.522 -0.059
H -1.214631 4.354010 -0.869186 0.133 -0.175 0.038
H -0.845558 3.059198 0.322428 0.094 0.214 0.004
H 0.386482 4.322735 -0.041130 -0.311 -0.195 -0.055
H 1.105052 1.901015 -3.476671 0.225 -0.041 -0.007
H 2.342818 3.551518 -4.505104 0.073 0.098 0.181
H 2.619258 4.320530 -2.926543 -0.142 -0.165 -0.177
H 4.650172 3.184378 -4.519109 -0.046 0.075 0.241
H 4.796429 3.501646 -2.780645 -0.226 0.011 -0.169
H 4.364581 0.963598 -4.222377 0.030 -0.010 0.209
H 5.052594 1.189583 -2.610263 -0.273 0.073 -0.059
H 1.108813 0.213924 -0.896510 0.247 -0.189 -0.318
H 1.313253 -2.147294 -0.094841 0.089 -0.212 -0.210
H 0.506492 -2.278053 -1.642772 0.016 -0.106 0.177
H 3.386880 -2.898077 -0.937753 0.042 -0.021 -0.013
H 2.167798 -3.974699 -1.615466 0.067 0.150 0.009
H 3.872096 -3.251905 -3.307834 -0.136 0.050 -0.106
H 2.243236 -2.730037 -3.755565 0.034 -0.003 0.015
H 3.633749 -0.887199 -4.150037 -0.053 0.160 0.426
H 4.555256 -1.098464 -2.657128 -0.379 0.122 -0.127
C -4.255209 -5.871167 2.142080 0.426 0.318 -0.113
O -3.232194 -4.849799 2.194166 -0.098 -0.418 -0.503
C -3.019832 -4.079808 1.098967 -0.101 0.465 -0.071
C -2.011419 -3.089897 1.241050 -0.841 -0.439 0.302
C -2.002702 -2.056622 0.334180 0.405 -0.409 -1.484
C -2.857433 -2.081490 -0.792719 -0.073 -0.576 0.701
C -3.732901 -3.138195 -1.032235 0.317 0.193 -0.014
C -3.812148 -4.153555 -0.080772 0.347 0.226 0.594
N -2.623112 -0.924523 -1.531870 1.249 1.242 0.575
C -3.220833 -0.637732 -2.821415 -0.112 0.254 -0.372
C -1.686481 -0.155156 -0.908538 -1.129 -0.443 -0.301
C -1.193826 -0.846487 0.216984 0.370 -0.368 1.157
C -0.037911 -0.595891 0.984313 -1.915 -0.350 0.957
C 0.245264 0.626605 1.648953 0.842 1.203 -0.226
C 1.454680 1.334910 1.614810 -0.339 -0.108 1.241
N 1.394566 2.394193 2.465083 -0.091 -0.658 -0.743
C 2.472353 3.336053 2.674913 0.351 0.142 -0.104
C 0.167177 2.400987 3.127577 0.067 -0.785 -0.014
C -0.583129 1.292595 2.665300 0.454 0.700 -0.767
C -1.747576 0.922069 3.315242 -0.834 0.237 1.227
C -2.121121 1.640322 4.483108 0.646 -0.560 -0.778
O -3.083066 1.207120 5.340715 -0.233 -0.320 -0.461
C -3.664015 -0.099808 5.114056 0.196 0.645 0.050
C -1.415082 2.816088 4.867319 0.018 -0.537 -0.216
C -0.245988 3.177139 4.211709 -0.407 -0.040 -0.112
H -4.229099 -6.312027 3.139487 -0.126 -0.038 -0.264
H -5.246552 -5.438672 1.935348 0.331 -0.053 0.109
H -4.009686 -6.620822 1.374846 -0.077 0.156 0.282
H -1.353280 -3.079104 2.105794 -0.265 -0.157 -0.008
H -4.333456 -3.164389 -1.937730 -0.018 -0.097 0.245
H -4.511793 -4.978359 -0.213936 0.192 0.336 0.017
H -3.633129 -1.561709 -3.231778 0.126 0.200 0.033
H -4.024552 0.101514 -2.735521 0.124 -0.168 0.057
H -2.455031 -0.253081 -3.505134 -0.197 -0.125 0.174
H -1.399811 0.820490 -1.290317 0.121 -0.299 -0.122
H 0.482486 -1.479866 1.380940 -0.039 0.269 -0.508
H 2.351134 1.086850 1.059529 -0.195 0.283 -0.018
H 2.089356 4.198685 3.220675 0.112 -0.087 -0.104
H 3.281875 2.871254 3.253140 -0.215 0.153 -0.084
H 2.862205 3.660514 1.703353 -0.108 -0.049 0.234
H -2.316207 0.053927 2.981473 0.183 0.217 0.160
H -4.385241 -0.208334 5.923853 0.073 -0.097 -0.180
H -4.175709 -0.148102 4.141713 0.084 0.055 0.275
H -2.905809 -0.895724 5.172624 -0.110 0.307 -0.012
H -1.775026 3.364811 5.734463 0.134 -0.119 -0.160
H 0.348444 4.025736 4.536179 -0.175 -0.112 0.093
```
Positions in Å, forces in eV/Å.

***

# 2
C33H40N4P2PbTe | wB97M-V/def2-TZVPD

calculated total energy = -71928.8368 eV
energy relative to the best compared isomer or geometry (same formula, charge and spin) = 0.00 kcal per mole
charge = +2
strongest force on any atom = 3.64 eV/A
LUMO level (alpha / beta) = -10.089 / -7.100 eV
HOMO-LUMO gap (alpha / beta) = 0.10204 / 0.21213 hartree

Geometry as XYZ:
```
81
Properties=species:S:1:pos:R:3:forces:R:3
Pb -2.689337 -0.889471 -0.166215 -1.608 -0.267 0.045
C 5.854766 -2.519069 0.329899 1.680 -2.587 -1.924
C 5.397360 -1.461055 1.001104 -0.519 3.121 1.744
C 5.772035 -0.030229 0.764984 -0.050 -0.022 -0.715
C 6.211454 0.331449 -0.667814 -0.088 0.506 0.170
C 5.214568 -0.086365 -1.722980 0.288 0.137 -0.006
C 5.178269 -1.260360 -2.362013 0.584 -0.041 -0.266
C 6.162976 -2.394795 -2.194187 -0.329 -0.099 -0.239
C 6.832732 -2.527446 -0.818197 0.101 -0.805 0.549
C -4.300770 -0.237161 -1.695887 -0.071 0.088 -0.155
H 5.627363 -3.524802 0.703096 -0.260 0.394 -0.067
H 4.837587 -1.620295 1.923918 0.022 -0.158 -0.230
H 6.581643 0.272430 1.453303 -0.327 -0.264 0.218
H 4.908161 0.603770 1.018539 0.174 -0.170 0.164
H 6.288699 1.429912 -0.709717 0.030 -0.369 0.080
H 7.229364 -0.030304 -0.855143 -0.334 0.115 -0.107
H 4.563557 0.724998 -2.049367 -0.162 -0.353 0.038
H 4.502145 -1.392094 -3.205483 -0.071 0.104 0.235
H 6.964073 -2.335471 -2.950070 -0.345 0.083 0.114
H 5.635065 -3.336286 -2.400694 0.128 0.171 0.063
H 7.334904 -3.506454 -0.802108 -0.182 0.262 0.011
H 7.641791 -1.796878 -0.709999 -0.343 0.018 0.172
H -5.167477 -0.910225 -1.598390 0.340 0.163 -0.006
H -3.833916 -0.364992 -2.681737 -0.230 -0.013 0.116
H -4.663497 0.795469 -1.617295 0.089 -0.258 0.006
P -1.043777 1.073230 -1.114782 0.786 0.943 -2.608
P -0.533887 0.048151 1.888123 0.774 -0.428 1.777
N -0.628121 0.340203 -2.655478 -0.058 0.212 0.494
N -1.451083 2.693827 -1.625074 -0.488 -0.613 0.393
N 0.497347 -1.382581 1.874725 0.134 -0.317 -0.612
N -0.575895 0.338399 3.592715 -0.022 0.312 0.030
C 0.618679 1.280052 -0.377457 0.570 0.082 0.732
C 0.627509 1.283605 1.183705 0.239 0.326 0.058
C -1.029651 -0.928571 -3.075726 0.194 0.138 -0.330
C -0.461437 -1.194239 -4.296799 -0.262 -0.110 0.510
C 0.338441 -0.070201 -4.654842 -0.216 0.511 0.921
C 0.227203 0.853319 -3.629853 -0.017 -0.604 -0.446
C -2.643787 3.005977 -2.294939 -0.083 0.694 0.104
C -2.779455 4.379901 -2.359370 0.578 -1.014 0.303
C -1.645985 4.948430 -1.691552 0.186 -1.064 0.175
C -0.874904 3.900795 -1.237814 0.153 0.550 0.068
C 0.004141 -2.657892 1.554866 1.211 -0.007 0.014
C 1.074067 -3.520252 1.379943 -0.125 0.636 0.055
C 2.270492 -2.769479 1.597598 -0.792 0.453 0.056
C 1.886281 -1.472131 1.902497 -0.478 -0.289 -0.291
C 0.393167 0.159801 4.587950 -0.977 0.598 0.705
C -0.143091 0.571505 5.801415 -0.028 -0.203 -1.354
C -1.482006 1.028189 5.551909 0.454 -0.303 -1.090
C -1.719044 0.879089 4.200105 0.439 -0.079 0.621
H 1.065797 2.218111 -0.754407 -0.120 -0.550 0.091
H 1.249368 0.444878 -0.742483 -0.501 0.298 0.027
H 1.641320 1.095961 1.573268 -0.343 0.384 -0.262
H 0.295896 2.264195 1.574076 0.088 -0.385 -0.117
H -1.694895 -1.524373 -2.467595 0.100 -0.058 -0.300
H -0.612858 -2.102471 -4.869870 0.048 0.238 0.117
H 0.912331 0.035581 -5.562690 -0.028 0.104 0.099
H 0.675952 1.823173 -3.503134 -0.057 0.104 -0.078
H -3.284261 2.217905 -2.654425 0.044 0.020 -0.113
H -3.582234 4.926542 -2.825862 -0.004 -0.105 -0.045
H -1.426124 5.995343 -1.568127 0.027 -0.019 0.031
H 0.050719 3.896398 -0.675768 -0.231 0.230 -0.145
H -1.054816 -2.834018 1.483999 0.034 -0.043 0.081
H 1.031598 -4.566530 1.115526 -0.144 0.110 0.088
H 3.290113 -3.111588 1.522603 -0.153 -0.170 0.167
H 2.479320 -0.606031 2.133466 0.106 -0.026 0.055
H 1.351607 -0.245736 4.342960 0.229 -0.145 0.030
H 0.352300 0.548772 6.758090 0.041 -0.042 -0.052
H -2.171652 1.412241 6.280195 -0.092 0.032 0.035
H -2.583936 1.098961 3.589133 0.076 -0.048 0.250
Te -4.216965 1.473699 1.281454 -0.356 0.235 -0.096
C -6.170775 0.719658 1.252853 -0.726 -0.464 0.043
C -6.405714 -0.536031 1.858224 -0.232 -0.027 -0.921
C -7.530142 -1.281708 1.473204 0.112 0.558 0.132
C -8.460727 -0.741676 0.568702 0.436 0.091 0.138
C -8.297859 0.563713 0.089078 0.002 0.118 0.182
C -7.180605 1.323844 0.457445 0.703 -0.620 0.127
H -5.675495 -0.932844 2.561225 -0.161 -0.104 -0.224
H -7.668719 -2.285319 1.869581 -0.040 0.240 -0.017
H -9.309632 -1.345640 0.242030 0.258 0.242 0.125
H -9.044937 0.992090 -0.587883 0.311 -0.137 0.342
H -7.032690 2.339497 0.095718 -0.110 -0.240 -0.081
```
Positions in Å, forces in eV/Å.

***

# 3
C33H41Br2F9I3N4O6 | wB97M-V/def2-TZVPD

calculated total energy = -241943.5175 eV
energy relative to the best compared isomer or geometry (same formula, charge and spin) = 509.85 kcal per mole
charge = +1
strongest force on any atom = 9.78 eV/A
LUMO level = -3.776 eV
HOMO-LUMO gap = 0.25585 hartree

Geometry as XYZ:
```
98
Properties=species:S:1:pos:R:3:forces:R:3
C -1.862784 1.007275 2.883232 -0.901 0.068 1.690
C -1.655144 1.432903 1.343966 -1.860 4.640 2.950
N -1.169132 0.683681 0.264908 2.284 -0.914 -1.270
C -1.315024 -0.668343 -0.237262 -3.397 2.194 -1.887
C -2.015788 -0.263228 -1.689644 -2.203 1.331 -6.093
C -3.083352 1.038809 -1.808890 0.480 -1.419 -3.243
C -3.768701 1.482812 -3.265293 2.263 -3.000 0.983
N -3.533479 0.789057 -4.568471 3.004 -1.984 4.686
C -2.575501 -0.354254 -4.533347 -0.603 1.721 3.153
C -1.819188 -0.910376 -3.162962 -1.829 2.768 0.742
C -2.459626 -1.684911 0.403341 -0.388 -0.322 2.388
F -2.126604 -1.925664 1.865695 0.558 0.165 -2.698
I -4.405221 -0.721422 0.923789 0.898 -0.513 -0.741
N -2.562803 -3.029359 -0.205761 0.834 2.288 0.378
C -3.605700 -3.425247 -1.123123 -2.786 -5.260 -1.533
I -4.973732 -2.179950 -2.407335 1.574 0.166 1.230
C -4.038319 -4.871530 -1.351107 1.844 2.947 1.352
C -3.436444 -6.192286 -0.642666 -1.140 -1.842 -0.513
I -5.724506 -5.400979 -2.740516 1.628 -0.177 1.332
C -1.259898 -3.702825 -0.123348 1.368 -2.912 -2.661
C -0.947263 -4.730064 1.132905 -2.904 -1.185 4.491
Br 0.798603 -5.775426 1.371869 -1.587 1.773 -1.087
C -1.894208 -5.111708 2.230505 1.464 1.730 -3.092
C -3.412464 -4.601390 2.364430 -1.403 -0.572 1.645
Br -1.354280 -6.404110 3.730683 -0.863 1.722 -1.950
C 0.072729 -2.812573 -0.614618 2.119 -4.614 -0.456
C 0.604390 -3.360334 -2.075834 -1.090 -1.974 -1.074
C 1.352137 -4.865517 -1.972810 5.596 -3.146 0.060
O 2.668878 -5.049695 -1.994209 -8.165 1.716 0.001
O 0.517139 -6.112593 -1.949244 1.782 3.194 -0.784
N 0.093602 -1.336325 -0.299873 0.449 -0.553 1.146
C 0.679319 -1.393278 1.142694 -1.918 -0.384 5.886
C 2.140465 -1.079150 1.601284 1.033 2.077 1.838
C 3.521263 -1.713382 1.170623 2.692 0.898 -0.867
C 3.647050 -3.067526 0.316663 0.531 -0.234 0.673
C 4.380670 -0.551680 0.316304 1.246 -1.291 0.551
C 1.136290 -0.525780 -0.989240 3.278 1.656 -1.827
C 1.104124 0.080103 -2.473807 2.502 -0.921 -8.165
O 1.742323 -0.384967 -3.585882 -4.329 2.302 8.467
O 0.439385 1.397839 -2.764056 2.671 -0.034 2.985
C 1.252666 2.517904 -2.276575 5.537 0.547 0.504
C 0.415834 3.947563 -2.038971 -0.743 -1.951 -0.939
O 2.574341 2.404666 -2.086946 -8.515 0.187 -0.870
H -1.508661 1.881968 3.617663 -0.594 -1.840 -1.911
H -3.027917 0.898430 3.128331 2.672 0.065 -0.694
H -1.367728 0.042668 3.286065 -0.687 1.539 -0.980
H -0.954443 2.410074 1.423971 -1.328 -2.305 -0.318
H -2.705659 1.949174 1.077485 1.977 -1.154 0.442
H -0.735759 1.362561 -0.434338 -1.182 -1.861 0.944
H -3.430080 1.687190 -0.908406 0.898 -1.459 -1.687
H -4.532906 2.401001 -3.282539 1.965 -2.333 0.053
H -2.340214 -0.897945 -5.570271 -0.642 1.398 2.640
H -1.084611 -1.766166 -3.318888 -1.185 1.289 0.207
H -2.282309 -6.334006 -0.608914 -2.060 0.794 0.249
H -3.981707 -6.400664 0.400187 1.519 0.747 -2.151
H -3.768890 -7.165406 -1.264943 0.605 2.446 1.142
H -1.307912 -4.484479 -1.040583 0.143 1.675 2.071
H -4.025388 -5.446385 2.952886 1.537 1.733 -1.310
H -3.578045 -3.637475 3.051251 0.899 -2.070 -1.546
H -4.042174 -4.429134 1.404669 1.697 -0.239 1.380
H 0.971232 -3.337696 -0.020238 -2.081 1.698 -0.787
H 1.416522 -2.722274 -2.596927 -1.556 -0.927 0.841
H -0.308629 -3.667350 -2.785085 1.997 1.203 1.304
H 1.065945 -6.882720 -2.288428 -0.356 1.549 0.718
H 0.078691 -0.654434 1.875885 1.121 -1.275 -2.386
H 0.357979 -2.398306 1.714664 0.549 1.892 -2.089
H 2.287926 0.111612 1.538429 -0.310 -2.595 0.027
H 2.115285 -1.220415 2.798665 -0.552 0.113 -2.744
H 4.223102 -1.871947 2.128102 -2.036 0.386 -1.859
H 2.947522 -3.882937 0.775819 1.181 1.360 -1.231
H 3.504418 -2.871580 -0.827677 -0.011 -0.623 2.113
H 4.758032 -3.485942 0.444169 -2.469 0.993 -0.355
H 5.518259 -0.890846 0.444440 -2.394 0.909 -0.459
H 4.291434 0.514325 0.787267 0.001 -1.977 -1.090
H 4.166572 -0.604440 -0.836527 0.240 0.418 2.213
H 1.371374 0.477823 -0.382800 -0.449 -2.640 -0.948
H 2.094481 -1.233461 -1.091670 -2.050 1.775 0.681
H -0.318056 4.026833 -2.977289 1.713 0.029 2.065
H -0.287570 3.748240 -1.114325 1.507 0.619 -1.677
H 1.118941 4.875212 -1.923769 -1.309 -2.131 -0.185
C 3.480813 7.798388 1.627611 1.127 0.214 -0.059
C 2.293484 8.568328 1.030497 0.445 -0.287 -0.799
C 1.119629 8.778282 1.980616 -1.014 0.587 0.189
F 0.581169 7.610338 2.401363 -0.054 0.458 -0.157
F 0.116127 9.455259 1.360326 0.406 -0.044 -0.123
F 1.899792 7.959142 -0.119575 -0.148 0.096 0.355
F 2.758999 9.801306 0.653564 -0.259 -0.252 0.557
O 3.536668 6.399921 1.332189 -1.756 -0.653 0.922
C 2.754374 5.563672 2.183504 1.960 1.480 0.409
C 1.616195 4.854403 1.440378 -0.581 -0.183 -0.567
F 0.775112 5.738284 0.845657 0.453 -0.429 0.073
F 0.858909 4.113965 2.295256 0.351 0.091 0.127
F 2.324206 6.287137 3.244800 0.031 -1.028 -0.240
F 3.618281 4.640657 2.688614 -0.717 -0.026 -0.481
H 4.383484 8.208370 1.158124 -0.322 -0.134 -0.129
H 3.616061 7.997697 2.697191 -0.320 -0.066 -0.231
H 1.416378 9.358337 2.858060 0.193 -0.016 -0.051
H 2.009213 4.188674 0.664391 0.226 0.104 0.134
```
Positions in Å, forces in eV/Å.